Record 1
Density functional theory data (ωB97M-V/def2-TZVPD) for a structure of composition C53H51F3MoN2OPSi at a distorted geometry.

The geometry in XYZ format:
```
113
Properties=species:S:1:pos:R:3:lowdin_spin:R:1
Mo 0.26 0.28 0.01 1.22
C -1.27 -2.80 1.22 0.00
C -1.12 -1.77 0.14 0.01
C -0.18 -1.96 -0.88 0.04
C -0.17 -1.11 -2.02 0.02
C 0.74 -1.38 -3.17 0.00
C -1.03 -0.02 -2.03 0.02
C -2.04 0.17 -1.03 0.03
C -3.06 1.24 -1.20 0.00
C -2.06 -0.70 0.04 0.02
H -1.69 -2.37 2.13 0.00
H -0.31 -3.27 1.46 0.00
H -1.95 -3.57 0.87 0.00
H 0.48 -2.81 -0.84 0.00
H 0.15 -1.70 -4.03 0.00
H 1.46 -2.16 -2.93 0.00
H 1.29 -0.48 -3.45 0.00
H -1.01 0.65 -2.87 0.00
H -3.74 0.96 -2.00 0.00
H -2.59 2.19 -1.46 0.00
H -3.63 1.40 -0.29 0.00
H -2.81 -0.59 0.81 0.00
F -0.88 -0.92 9.46 0.00
C 0.31 -1.11 8.87 0.00
F 1.14 -0.16 9.35 0.00
F 0.78 -2.29 9.27 0.00
C 0.20 -1.02 7.37 0.01
C -0.31 0.15 6.82 0.00
C -0.41 0.28 5.45 0.01
C 0.03 -0.77 4.63 0.01
C 0.54 -1.94 5.19 0.02
C 0.62 -2.06 6.57 0.00
C 0.03 -0.56 3.22 0.10
C 0.14 -0.17 2.06 -0.01
H -0.64 0.96 7.47 0.00
H -0.80 1.18 5.00 0.00
H 0.88 -2.74 4.55 0.00
H 1.01 -2.97 7.01 0.00
N 1.31 2.06 2.48 0.01
C 0.88 1.23 1.71 -0.02
H 1.70 2.92 2.10 0.00
N 2.11 0.01 -0.43 0.26
P 3.65 -0.15 -0.15 0.08
C 4.64 0.97 -1.14 0.01
C 4.01 2.00 -1.83 0.00
C 4.76 2.90 -2.58 0.00
C 6.14 2.76 -2.64 0.00
C 6.77 1.73 -1.96 0.00
C 6.03 0.83 -1.22 0.00
C 4.29 -1.79 -0.58 0.01
C 5.00 -2.60 0.30 0.00
C 5.46 -3.84 -0.12 0.00
C 5.23 -4.27 -1.42 0.00
C 4.53 -3.46 -2.31 0.00
C 4.07 -2.22 -1.89 0.00
C 4.07 0.11 1.59 0.01
C 4.80 1.21 2.02 0.00
C 5.01 1.42 3.38 0.00
C 4.51 0.52 4.30 0.00
C 3.80 -0.60 3.88 0.00
C 3.57 -0.79 2.53 0.00
H 2.93 2.08 -1.79 0.00
H 4.27 3.70 -3.12 0.00
H 6.73 3.46 -3.22 0.00
H 7.85 1.62 -2.03 0.00
H 6.52 0.01 -0.70 0.00
H 5.20 -2.27 1.31 0.00
H 6.02 -4.47 0.56 0.00
H 5.59 -5.23 -1.75 0.00
H 4.37 -3.78 -3.33 0.00
H 3.55 -1.57 -2.58 0.00
H 5.20 1.92 1.30 0.00
H 5.57 2.28 3.71 0.00
H 4.68 0.68 5.36 0.00
H 3.40 -1.30 4.60 0.00
H 3.00 -1.65 2.19 0.00
C 1.22 3.91 -2.91 0.00
C -0.01 4.53 -2.23 0.00
C -1.24 4.23 -3.10 0.00
C 0.20 6.06 -2.17 0.00
Si -0.15 3.79 -0.49 0.01
O 0.06 2.19 -0.56 0.07
C -1.83 4.09 0.33 0.00
C -2.63 5.22 0.10 0.00
C -3.83 5.40 0.77 0.00
C -4.26 4.45 1.69 0.00
C -3.48 3.33 1.94 0.00
C -2.28 3.16 1.26 0.00
C 1.15 4.60 0.61 0.00
C 2.44 4.08 0.72 0.00
C 3.40 4.69 1.52 0.00
C 3.09 5.84 2.23 0.00
C 1.81 6.38 2.13 0.00
C 0.85 5.76 1.33 0.00
H 1.25 4.19 -3.97 0.00
H 1.21 2.82 -2.84 0.00
H 2.14 4.27 -2.44 0.00
H -1.17 4.77 -4.05 0.00
H -2.18 4.54 -2.62 0.00
H -1.32 3.17 -3.33 0.00
H 0.35 6.45 -3.18 0.00
H 1.07 6.32 -1.57 0.00
H -0.67 6.58 -1.75 0.00
H -2.32 5.97 -0.61 0.00
H -4.43 6.27 0.58 0.00
H -5.20 4.59 2.22 0.00
H -3.81 2.59 2.66 0.00
H -1.69 2.27 1.46 0.00
H 2.70 3.18 0.17 0.00
H 4.40 4.27 1.58 0.00
H 3.83 6.32 2.85 0.00
H 1.55 7.27 2.68 0.00
H -0.14 6.19 1.28 0.00
```

Charge = +1
Energy above the lowest of the compared OMol25 structures with the same formula, charge and spin = 28.9 kcal per mole
2S+1 = 3
HOMO (alpha / beta) = -0.3427 / -0.3929 hartree
Kohn-Sham gap (alpha / beta) = 6.21 / 7.08 eV

Record 2
Density functional theory data (ωB97M-V/def2-TZVPD) for a structure of composition C27H20N8O4SeTi.

The geometry in XYZ format:
```
61
Properties=species:S:1:pos:R:3:lowdin_spin:R:1
Ti 0.30 -0.12 0.78 0.89
O 1.10 0.19 -1.01 0.01
N 1.63 1.32 -1.23 0.01
N 1.71 2.04 -0.20 0.02
O 1.20 1.63 0.97 0.01
C 2.09 3.43 -0.35 0.00
C 1.10 4.39 -0.22 0.00
C 1.46 5.72 -0.34 0.00
C 2.79 6.06 -0.57 0.00
C 3.76 5.08 -0.69 0.00
C 3.41 3.74 -0.57 0.00
H 0.08 4.09 -0.03 0.00
H 0.71 6.49 -0.26 0.00
H 3.07 7.10 -0.66 0.00
H 4.80 5.35 -0.87 0.00
H 4.14 2.95 -0.65 0.00
C 0.70 -5.90 5.19 0.00
O -0.29 -5.40 4.30 0.00
C -1.17 -4.50 4.78 0.00
C -1.23 -4.08 6.11 0.00
C -2.19 -3.14 6.48 0.00
C -3.03 -2.58 5.54 0.00
C -3.00 -3.04 4.23 0.00
C -2.08 -3.99 3.85 0.00
N -4.01 -1.60 6.05 0.00
N -4.32 -0.61 5.38 0.00
C -3.56 -0.30 4.16 0.00
C -4.25 -0.14 3.00 0.00
C -3.60 0.08 1.77 0.00
C -2.23 0.17 1.70 0.00
O -1.55 0.39 0.58 0.00
C -1.50 0.02 2.94 0.00
N -0.13 0.04 2.86 0.00
C 0.59 0.06 3.94 0.02
C 0.01 0.06 5.23 0.00
C -1.34 -0.04 5.34 0.02
C -2.15 -0.12 4.17 0.00
H 1.33 -6.56 4.60 0.00
H 0.24 -6.46 6.01 0.00
H 1.30 -5.09 5.60 0.00
H -0.56 -4.48 6.86 0.00
H -2.25 -2.80 7.51 0.00
H -3.69 -2.65 3.49 0.00
H -2.04 -4.36 2.83 0.00
H -5.33 -0.26 3.03 0.00
H -4.17 0.18 0.85 0.00
H 1.67 0.06 3.81 0.00
H 0.64 0.12 6.10 0.00
H -1.81 -0.04 6.31 0.00
Se 3.20 -2.49 2.15 0.21
N 2.43 -4.12 1.95 0.28
C 1.26 -3.93 1.33 0.00
C 0.32 -4.89 0.94 0.15
C -0.86 -4.47 0.33 0.03
C -1.11 -3.12 0.11 0.15
N -0.23 -2.17 0.46 0.04
C 0.93 -2.56 1.02 0.01
N 1.81 -1.62 1.35 0.13
H 0.51 -5.94 1.13 0.01
H -1.60 -5.19 0.01 0.00
H -2.03 -2.78 -0.35 0.01
```

Energy above the lowest of the compared OMol25 structures with the same formula, charge and spin = 3.4 kcal per mole
2S+1 = 3
HOMO (alpha / beta) = -0.2298 / -0.2886 hartree
Kohn-Sham gap (alpha / beta) = 6.02 / 7.30 eV